[1]
The following is a DFT calculation (wB97M-V/def2-TZVPD) of a molecular structure, C28H56AsLuN8SSbSi2 at a distorted geometry.

Gap between HOMO and LUMO   4.90 eV
Total charge   +1

```
98
Properties=species:S:1:pos:R:3:forces:R:3:mulliken_charge:R:1
Lu 0.140 0.611 0.311 0.181 -1.171 2.634 1.018
N 2.015 1.514 2.332 -0.295 0.133 -0.246 -0.213
C 2.276 2.955 2.240 0.658 0.196 0.045 -0.809
C 1.061 3.735 1.778 -0.421 0.519 -0.201 -0.984
N 0.525 3.229 0.481 0.307 -0.680 -0.646 0.673
C 1.399 3.697 -0.654 -0.511 -0.201 0.686 -0.986
C 2.001 2.525 -1.469 0.157 0.410 -0.654 -0.748
N 2.008 1.189 -0.803 1.157 0.659 -1.165 -0.034
C -0.906 3.513 0.309 -0.251 0.039 1.250 -2.158
C -3.115 2.212 1.062 -0.258 0.643 -0.255 -1.691
N -2.919 0.912 0.434 -0.251 -0.843 -0.424 0.092
H 1.283 1.359 3.037 0.527 -0.021 -0.313 0.127
H 2.862 1.031 2.616 -0.166 -0.110 -0.056 0.053
H 3.107 3.135 1.520 -0.323 -0.249 0.398 0.359
H 2.617 3.369 3.214 -0.203 -0.009 -0.522 0.590
H 1.352 4.802 1.619 -0.267 -0.555 0.365 0.394
H 0.249 3.668 2.510 0.476 0.250 -0.174 0.557
H 2.196 4.304 -0.202 -0.158 -0.262 -0.237 0.642
H 0.820 4.369 -1.317 0.357 -0.413 0.249 0.340
H 3.024 2.807 -1.745 -0.123 -0.061 -0.031 0.645
H 1.445 2.439 -2.409 0.058 -0.197 0.196 0.270
H 2.796 1.159 -0.162 -0.082 -0.121 0.300 -0.171
H 2.242 0.475 -1.516 -0.183 0.542 0.563 0.158
H -2.286 3.369 -1.239 0.360 -0.079 -0.023 0.615
H -1.080 4.602 0.373 -0.095 -0.255 -0.072 0.611
H -3.624 2.906 0.365 -0.059 -0.129 0.170 0.216
H -3.798 2.103 1.931 0.692 0.232 -0.349 0.410
H -3.124 0.941 -0.563 -0.319 -0.093 0.346 -0.052
H -3.516 0.185 0.869 0.742 0.676 -0.451 0.399
N -2.045 4.051 2.328 -0.733 0.263 0.312 -0.491
C -1.780 2.865 1.520 -0.242 -0.018 0.260 0.689
S -1.013 1.548 2.580 -0.135 0.562 -0.558 -0.387
N -1.318 3.124 -1.013 -0.066 -0.453 0.086 -0.251
N -0.960 1.835 -1.317 -1.213 0.125 -3.335 1.112
C -1.446 1.300 -2.443 0.702 1.748 2.738 0.026
C -2.569 1.842 -3.223 -0.999 0.073 -0.401 0.112
C -3.611 0.937 -3.527 -0.101 0.144 0.094 -0.251
C -4.795 1.354 -4.144 0.644 0.238 0.299 -0.966
C -4.894 2.679 -4.539 -0.392 0.278 -0.049 -0.430
C -3.867 3.584 -4.264 -0.561 -0.131 -0.517 -0.831
C -2.723 3.190 -3.613 0.388 -0.650 0.418 -0.163
C -0.792 0.085 -2.831 0.835 -2.238 -1.461 0.438
C -0.896 -0.354 -4.184 0.063 0.852 1.031 -0.936
C -0.113 -1.404 -4.606 0.326 -0.258 0.784 -1.047
C 0.774 -1.973 -3.694 -0.245 -0.347 -0.468 -1.105
C 0.777 -1.557 -2.379 0.184 0.507 0.198 -0.156
N 0.010 -0.553 -1.930 -0.767 0.595 -0.649 0.543
H -2.549 3.793 3.175 0.222 -0.089 0.012 0.373
H -2.688 4.668 1.817 0.300 -0.103 0.173 0.293
H -3.493 -0.111 -3.266 -0.059 0.139 0.096 0.511
H -5.632 0.679 -4.275 0.205 -0.086 -0.139 0.421
H -5.794 3.035 -5.053 0.378 -0.167 0.256 0.396
H -3.994 4.602 -4.597 0.134 0.154 0.054 0.441
H -1.943 3.908 -3.414 0.105 0.063 0.013 0.504
H -1.508 0.205 -4.890 0.061 -0.274 0.287 0.531
H -0.193 -1.780 -5.604 0.111 -0.042 -0.446 0.497
H 1.445 -2.768 -3.995 -0.045 0.009 0.018 0.520
H 1.480 -1.978 -1.662 -0.292 0.045 0.068 0.103
C -2.909 -3.645 2.574 0.565 0.673 0.352 -1.387
Sb -1.928 -1.687 2.561 -0.022 -0.391 -0.115 0.277
C -3.570 -0.845 3.708 0.731 -0.105 0.006 -1.368
C -0.509 -1.930 4.184 -0.695 -0.326 -0.309 -1.245
H -3.076 -3.895 3.615 -0.209 -0.189 0.105 0.471
H -2.308 -4.406 2.109 0.273 -0.289 -0.142 0.299
H -3.842 -3.556 2.035 -0.291 0.043 -0.044 0.429
H -3.660 -1.432 4.623 -0.129 0.042 -0.065 0.510
H -4.474 -0.925 3.119 -0.305 -0.020 -0.059 0.417
H -3.358 0.192 3.956 -0.037 0.023 -0.015 0.353
H -1.016 -2.503 4.963 0.166 0.111 0.102 0.507
H -0.229 -0.943 4.538 0.041 0.081 0.095 0.373
H 0.369 -2.457 3.815 -0.057 0.071 0.048 0.275
C 5.004 -0.115 1.478 0.183 -0.313 -0.101 -1.331
Si 4.117 -1.692 0.837 -0.701 -0.490 -0.010 0.298
C 4.476 -1.757 -1.035 0.755 0.045 0.363 -1.218
C 4.909 -3.219 1.677 -0.076 0.483 -0.589 -1.173
As 1.807 -1.750 1.308 -0.535 1.075 -0.375 0.319
Si 1.025 -3.762 0.404 0.500 -0.146 0.602 0.642
C 0.957 -4.978 1.897 -0.098 0.215 -0.808 -1.136
C 2.215 -4.472 -0.899 -0.559 -0.549 0.079 -1.077
C -0.693 -3.761 -0.450 -0.079 -0.164 -0.247 -0.974
H 6.078 -0.259 1.274 -0.258 0.021 0.081 0.387
H 4.914 0.048 2.558 -0.062 -0.156 -0.121 0.358
H 4.741 0.827 0.980 -0.140 -0.163 -0.046 0.328
H 5.558 -1.930 -1.115 -0.013 0.070 -0.158 0.495
H 4.283 -0.822 -1.565 -0.090 0.083 0.099 0.322
H 4.009 -2.567 -1.586 -0.221 -0.094 0.120 0.306
H 5.975 -3.136 1.461 0.177 -0.273 0.127 0.369
H 4.541 -4.176 1.286 0.056 0.297 -0.108 0.306
H 4.765 -3.259 2.754 -0.026 0.253 0.100 0.334
H 1.908 -5.062 2.427 0.050 0.125 -0.165 0.307
H 0.705 -5.965 1.493 -0.117 -0.028 0.262 0.414
H 0.208 -4.670 2.636 0.011 -0.080 -0.215 0.190
H 3.267 -4.505 -0.622 -0.044 -0.049 0.156 0.196
H 2.146 -4.008 -1.882 -0.044 0.178 0.002 0.155
H 1.854 -5.500 -1.049 0.268 0.010 -0.013 0.432
H -1.255 -2.819 -0.490 0.272 -0.062 0.227 0.064
H -1.349 -4.496 0.046 0.232 0.196 -0.175 0.511
H -0.578 -4.085 -1.501 0.016 0.004 0.401 0.445
```
Positions in Å, forces in eV/Å.

=====

[2]
The following is a DFT calculation (wB97M-V/def2-TZVPD) of 14 unconnected molecules or ions with the total composition C28H56Cl28 at a distorted geometry.

Gap between HOMO and LUMO   10.74 eV
Relative energy (zero: lowest compared OMol25 entry of this formula, charge and spin)   1.3563 eV

```
112
Properties=species:S:1:pos:R:3:forces:R:3:mulliken_charge:R:1
Cl -4.440 -2.391 -1.812 0.277 0.587 -0.050 -0.166
C -4.480 -4.020 -2.519 0.110 -0.350 0.827 0.073
C -3.813 -4.076 -3.869 -0.613 1.562 -0.546 -0.339
Cl -3.999 -5.619 -4.651 0.251 -1.269 -0.024 -0.200
H -5.537 -4.277 -2.461 0.247 -0.376 -0.533 0.367
H -3.906 -4.627 -1.819 -0.256 -0.194 -0.056 -0.255
H -2.773 -3.755 -3.803 0.046 -0.359 0.071 0.174
H -4.297 -3.425 -4.597 0.014 0.445 0.411 0.355
Cl -4.934 0.970 4.149 -0.116 -0.695 -0.174 -0.197
C -5.752 0.199 2.734 -0.016 0.949 -0.308 -0.298
C -6.053 -1.293 2.797 1.231 0.972 0.130 0.122
Cl -7.305 -1.602 1.630 -1.139 -0.361 -0.546 -0.204
H -5.094 0.356 1.879 -0.076 0.198 0.141 -0.132
H -6.646 0.801 2.567 0.001 -0.201 0.127 0.380
H -6.318 -1.626 3.800 0.119 -0.256 -0.265 0.384
H -5.182 -1.736 2.314 0.102 -0.638 0.940 -0.081
Cl -2.563 -6.194 -0.042 0.059 -0.049 0.110 -0.102
C -1.258 -6.446 -1.227 0.098 -0.083 -0.275 -0.510
C 0.004 -5.659 -0.930 -0.019 -0.122 -0.146 -0.624
Cl -0.291 -3.827 -0.969 0.476 -1.729 0.002 -0.018
H -1.686 -6.266 -2.213 0.121 0.421 0.059 0.233
H -1.013 -7.508 -1.237 0.074 -0.010 0.308 0.374
H 0.779 -5.987 -1.622 -0.202 0.753 -0.754 0.332
H 0.487 -6.007 -0.017 -0.615 0.756 0.629 0.319
Cl -0.743 1.126 5.457 0.127 0.346 1.019 -0.087
C -0.884 1.578 7.222 -1.042 0.167 0.455 -0.603
C 0.396 1.549 8.012 0.157 0.409 -1.089 -0.431
Cl 1.317 3.110 7.756 -0.129 -1.079 0.095 -0.184
H -1.542 0.851 7.697 -0.080 -0.243 -0.387 0.340
H -1.397 2.536 7.309 0.156 0.023 -0.388 0.348
H 0.880 0.668 7.590 0.947 0.309 0.452 0.286
H 0.237 1.446 9.085 -0.103 0.047 -0.218 0.349
Cl 4.825 -3.879 -0.568 1.257 1.691 -0.834 -0.187
C 5.954 -2.638 -1.416 -0.427 -0.261 -1.709 -0.209
C 6.834 -3.335 -2.453 -0.164 -0.523 1.199 -0.565
Cl 5.887 -4.138 -3.765 0.492 0.206 0.683 -0.164
H 6.580 -2.038 -0.755 -0.246 -0.566 0.574 0.387
H 5.473 -1.927 -2.087 -1.387 0.043 0.878 0.043
H 7.392 -4.031 -1.826 0.416 -0.540 -0.982 0.358
H 7.467 -2.597 -2.947 0.063 -0.126 0.184 0.337
Cl 2.646 2.370 -5.389 -0.049 -0.330 0.562 -0.135
C 3.958 3.525 -5.065 -0.637 0.808 -1.336 -0.083
C 4.117 4.422 -6.325 1.160 -0.841 0.810 -0.463
Cl 4.343 3.475 -7.811 -0.078 -0.183 -0.275 -0.190
H 4.883 2.999 -4.831 -0.196 -0.070 -0.105 0.344
H 3.661 4.191 -4.254 -0.019 -0.190 0.143 -0.106
H 5.109 4.847 -6.177 -0.352 0.825 -0.096 0.308
H 3.312 5.133 -6.512 0.189 -0.109 0.361 0.315
Cl -3.904 -4.880 4.981 -0.124 -0.276 -0.103 -0.212
C -3.692 -4.649 3.203 -1.834 -0.107 0.118 -0.312
C -5.112 -4.834 2.436 2.731 0.201 1.309 -0.250
Cl -5.496 -6.582 2.395 -0.123 0.577 -0.112 -0.177
H -2.953 -5.384 2.885 -0.125 0.288 -0.175 0.312
H -3.338 -3.618 3.199 0.016 -0.150 -0.755 0.175
H -4.944 -4.444 1.432 -0.395 -0.191 -0.059 0.142
H -5.856 -4.267 2.996 -0.128 -0.282 -0.284 0.326
Cl -4.131 4.066 2.220 0.214 0.124 -0.803 -0.165
C -4.146 4.415 0.433 -0.248 -1.841 -0.350 -0.485
C -3.992 3.097 -0.431 -0.033 1.232 -0.162 -0.169
Cl -5.481 2.100 -0.322 0.493 0.051 0.104 -0.173
H -3.386 5.154 0.176 0.000 -0.167 0.217 0.269
H -5.153 4.783 0.240 0.253 0.209 -0.049 0.394
H -3.089 2.496 -0.330 -0.220 -0.086 1.015 0.008
H -3.906 3.367 -1.483 -0.404 0.455 -0.034 0.346
Cl -0.099 4.141 1.561 -0.655 -0.116 -0.964 -0.069
C 0.271 4.761 3.155 0.926 0.050 0.990 -0.718
C -0.960 4.737 4.067 0.592 -0.514 -0.606 -0.012
Cl -0.617 5.508 5.649 -0.133 0.008 -0.490 -0.204
H 0.750 5.737 3.073 -0.443 0.158 -0.097 0.385
H 1.074 4.093 3.465 -0.223 0.020 0.625 0.317
H -1.202 3.694 4.273 -0.168 0.146 0.009 0.070
H -1.786 5.199 3.526 -0.042 0.207 0.492 0.224
Cl -2.169 0.095 1.050 -0.644 0.372 0.101 0.059
C -0.880 -0.779 0.271 1.179 -0.568 -0.185 -0.762
C 0.389 0.038 0.076 0.276 -1.144 -0.069 0.095
Cl 0.174 1.150 -1.286 0.027 0.596 -0.132 -0.199
H -1.110 -1.160 -0.724 -0.738 0.340 0.013 0.310
H -0.683 -1.681 0.850 0.141 0.324 0.230 0.150
H 1.122 -0.694 -0.263 0.185 0.024 -0.032 0.378
H 0.840 0.541 0.932 -0.597 0.215 0.008 -0.081
Cl 4.284 -1.593 2.105 0.712 -0.323 -0.322 -0.165
C 3.414 -0.095 2.502 -0.168 -1.154 -0.012 0.291
C 2.207 -0.510 3.353 0.000 1.378 0.415 -0.316
Cl 1.295 -1.852 2.725 -0.425 -1.047 -0.504 -0.126
H 3.118 0.324 1.541 -0.028 0.249 0.256 -0.465
H 4.175 0.494 3.014 -0.632 0.381 0.112 0.422
H 1.448 0.272 3.358 0.399 0.413 0.328 -0.019
H 2.470 -0.771 4.378 0.199 0.173 -0.153 0.401
Cl 2.948 -2.269 -4.188 -1.124 -0.151 -0.273 -0.071
C 1.195 -2.398 -4.691 0.035 0.307 -1.253 -0.451
C 1.035 -2.331 -6.251 0.634 0.079 1.441 -0.410
Cl 1.697 -3.898 -6.918 -0.590 1.219 -0.035 -0.194
H 0.659 -1.559 -4.248 0.151 -0.016 0.083 0.200
H 0.774 -3.339 -4.337 0.297 0.102 0.168 0.252
H 1.529 -1.433 -6.621 0.802 -0.499 -0.189 0.300
H 0.010 -2.104 -6.543 -0.267 -0.978 0.127 0.371
Cl 3.491 6.046 -1.629 0.896 0.080 -0.426 -0.197
C 1.760 5.886 -1.330 -0.089 -1.464 -0.328 -0.171
C 1.202 4.603 -2.043 -1.190 1.471 0.385 0.387
Cl 0.829 4.933 -3.773 0.666 -0.042 -0.107 -0.195
H 1.312 6.813 -1.688 -0.276 -0.344 0.137 0.459
H 1.724 5.769 -0.247 -0.550 0.014 -0.138 -0.034
H 0.174 4.433 -1.724 0.255 -0.076 0.727 0.154
H 1.755 3.676 -1.895 0.246 0.398 -0.216 -0.372
Cl 3.238 3.503 1.093 -0.073 -0.306 -0.485 -0.064
C 4.486 2.681 0.074 -0.342 -0.315 0.393 -0.854
C 4.032 2.186 -1.315 0.501 1.279 0.960 0.454
Cl 5.342 1.064 -1.754 -0.189 -0.123 -0.552 -0.177
H 4.818 1.815 0.648 0.080 0.269 0.097 0.416
H 5.278 3.423 -0.024 0.034 -0.326 -0.081 0.414
H 4.086 3.084 -1.930 -0.187 -0.413 -0.535 0.011
H 3.047 1.722 -1.374 0.239 -0.154 0.142 -0.215
```
Positions in Å, forces in eV/Å.

=====

One value per record, in order, for HOMO: -8.8, -10.5 eV.
One value per record, in order, for E: -6227.21693, -13985.81635 a.u..